{"formula": "C7H12NO3S", "method": "the ωB97M-V functional and the def2-TZVPD basis", "species": ["H", "H", "H", "H", "O", "H", "C", "N", "C", "C", "C", "C", "S", "H", "H", "H", "O", "H", "C", "H", "H", "O", "C", "H"], "coordinates": [[-0.33235, -2.15057, -0.81058], [-0.67236, 0.55640, 1.35557], [-1.95784, -1.62643, -0.23131], [-2.08375, 1.12032, 0.06725], [3.47659, 1.09533, 1.87527], [-1.17764, 1.31765, -2.32822], [2.70261, 1.37594, 0.90223], [-0.65333, -0.00680, -0.66271], [-1.29078, 0.24498, -1.95364], [2.11576, 0.25131, 0.40034], [2.63002, -0.83831, 1.11048], [3.43526, -0.20523, 2.09709], [1.14380, 0.31486, -1.03215], [-0.58125, -1.24207, 0.86723], [-0.92125, -0.61164, -2.57026], [2.65432, 2.43561, 0.59103], [1.14120, 1.75117, -1.41304], [-2.37762, 0.15279, -2.02694], [-1.06415, 0.97837, 0.36775], [4.17074, -0.59910, 2.77234], [2.19936, -1.76089, 1.21070], [1.43321, -0.72351, -1.97246], [-0.86362, -1.35184, -0.15654], [-0.52279, 1.94684, 0.09531]], "atomic_forces_ev_per_a": [[-0.507, 1.523, 1.382], [-1.417, 1.106, -1.112], [1.086, 0.573, 0.254], [-0.935, 0.145, 1.434], [1.398, 0.570, 1.460], [0.828, -1.688, 0.409], [-1.546, 2.869, -2.357], [0.596, 1.154, 0.161], [-0.468, 0.142, -2.351], [-1.029, 0.086, -0.878], [1.620, 2.614, 3.186], [-0.604, -3.222, -1.916], [1.518, 3.253, -1.857], [0.371, -1.125, 0.623], [-0.065, 1.395, -0.283], [-0.087, -0.953, 0.170], [-0.346, -3.324, 0.712], [-0.082, -0.416, 1.213], [1.998, 1.072, -0.218], [-0.239, -0.071, 0.403], [-0.336, -2.446, -0.217], [-0.120, 0.266, 0.745], [-0.865, -2.310, -1.604], [-0.769, -1.214, 0.640]], "homo_lumo_gap_ev": 9.7928, "total_charge": 1, "smiles": "C[N+](C)(C)S(=O)(=O)c1ccoc1", "lumo_ev": -3.51}

{"formula": "C7H12NS", "method": "the ωB97M-V functional and the def2-TZVPD basis", "species": ["H", "C", "C", "H", "H", "S", "H", "H", "H", "C", "H", "H", "C", "C", "H", "H", "C", "N", "H", "H", "C"], "coordinates": [[2.19213, -0.95764, -1.55143], [3.00650, 0.61500, 0.03487], [-0.18979, -0.38464, 0.29022], [-3.56581, -0.03607, 0.73047], [3.75286, 1.23588, -0.36119], [-1.83326, 1.39553, -1.17601], [-0.09600, -0.00265, 1.29303], [-2.25213, -1.04246, 1.64961], [3.33057, 0.04021, 0.86326], [-2.69713, -0.64276, 0.75861], [1.50048, 1.35558, 1.60823], [0.06470, 1.02585, -1.22002], [-2.40624, -1.29761, -0.55356], [2.13030, -0.13387, -0.80368], [-2.04908, -2.36016, -0.70550], [1.56559, 2.28189, 0.08167], [1.66961, 1.32272, 0.48921], [0.91669, 0.40076, -0.37786], [-3.34286, -1.13086, -1.19117], [-0.11856, -1.53630, 0.35696], [-1.57855, -0.14841, -0.21571]], "atomic_forces_ev_per_a": [[0.113, 0.858, 0.761], [-1.566, 1.007, 1.489], [0.455, -1.783, 1.075], [-0.606, 0.278, 0.632], [1.147, 0.688, -0.608], [0.963, -1.673, 0.945], [-0.346, -0.193, 0.536], [-0.339, 0.016, 0.474], [1.001, -0.645, 0.830], [1.667, -0.268, -1.170], [-0.303, -0.415, -1.460], [1.365, -0.621, 1.570], [-3.448, -2.338, -1.385], [-0.399, -3.018, -3.111], [0.078, 1.517, 0.541], [-0.078, 1.554, -0.290], [1.463, 0.440, 1.599], [-3.754, 0.117, -1.409], [1.906, -0.136, 0.386], [0.868, 1.821, -0.389], [-0.186, 2.793, -1.017]], "homo_lumo_gap_ev": [9.6534, 5.4287], "total_charge": 1, "lumo_ev": [-4.31, -6.61]}

{"formula": "C7H12NS", "method": "the ωB97M-V functional and the def2-TZVPD basis", "species": ["C", "C", "C", "H", "C", "H", "H", "C", "N", "H", "C", "H", "S", "H", "H", "H", "H", "H", "H", "H", "C"], "coordinates": [[0.37825, -0.70913, -0.11683], [-3.03274, 0.34280, -0.48528], [-2.38380, -0.00522, 0.75085], [0.99090, -3.35859, -0.07711], [2.65305, 2.34453, -0.31140], [1.81733, 3.10054, -0.29740], [1.72918, -3.18608, 1.41122], [1.49605, -1.45578, 0.19026], [1.66184, -2.84595, 0.45812], [-2.92701, 1.43090, -0.56512], [2.05421, 1.02278, -0.17402], [3.31629, 2.33203, -1.31030], [3.01257, -0.39192, 0.26810], [0.01727, 1.50933, -0.58747], [-1.64247, -0.86652, 0.89248], [-2.40150, 0.81560, 1.38991], [3.25990, 2.66663, 0.58755], [-2.49010, -0.01319, -1.38961], [-4.16179, 0.16982, -0.30036], [2.49433, -3.20436, 0.09797], [0.72892, 0.61978, -0.35730]], "atomic_forces_ev_per_a": [[1.393, -1.241, 0.548], [-0.483, 0.587, -0.858], [2.245, -2.268, -0.517], [-1.224, -0.607, -0.070], [1.139, 1.637, -0.830], [0.910, -0.648, -0.695], [-0.790, 0.311, 0.791], [0.651, 3.552, -0.056], [-0.654, -0.523, 0.366], [-0.418, 0.081, -0.091], [-1.197, -3.024, 0.405], [-1.488, 0.571, 2.298], [-1.967, -0.547, -0.351], [0.963, -1.987, 0.296], [-1.513, 1.038, -0.076], [0.284, 0.782, 1.885], [-0.274, -0.688, -1.129], [-1.270, -0.575, 0.487], [1.477, -0.060, -0.998], [2.321, -0.326, -1.244], [-0.103, 3.935, -0.162]], "homo_lumo_gap_ev": [8.7192, 5.5592], "total_charge": 1, "lumo_ev": [-3.64, -5.69]}

{"formula": "C7H12NS2", "method": "the ωB97M-V functional and the def2-TZVPD basis", "species": ["H", "C", "C", "C", "H", "H", "C", "C", "C", "N", "C", "H", "H", "S", "H", "H", "H", "S", "H", "H", "H", "H"], "coordinates": [[0.37209, 3.11530, 1.15284], [0.55351, 1.10385, 1.28412], [0.26629, 2.22496, 0.61347], [-0.76791, 1.08533, -1.29586], [-0.75286, 3.07714, -1.17790], [0.83885, -1.15545, 2.35609], [-0.27207, -1.48003, -1.52451], [0.57251, -0.15599, 0.48702], [-0.49182, -0.26394, -0.65797], [0.50157, -1.31659, 1.43559], [-0.44041, 2.21478, -0.65029], [3.06300, -0.39037, 0.74254], [0.83692, -1.40033, -1.93445], [-2.05626, -0.35176, 0.46298], [-0.99555, -1.31668, -2.30667], [-0.62472, -2.42786, -0.93169], [-0.44379, -1.68301, 1.71851], [2.29733, -0.36325, -0.37727], [0.95334, -2.09823, 1.09645], [0.96336, 1.30273, 2.17506], [-2.99161, -0.63333, -0.47356], [-1.38176, 0.91272, -2.19451]], "atomic_forces_ev_per_a": [[0.186, 1.409, 0.369], [-1.276, 0.335, -4.380], [-1.505, -1.007, -0.368], [0.678, -1.559, 0.458], [-0.029, 1.217, 0.138], [1.249, 0.888, 0.929], [0.536, -0.226, 0.464], [1.515, 0.187, -0.226], [-0.410, 0.714, 2.661], [-2.763, -0.111, 1.192], [0.232, -0.766, -1.476], [-0.360, 0.245, -0.164], [-2.564, -0.904, 0.650], [-0.273, -0.553, -0.407], [-0.008, -0.550, -0.748], [1.282, 1.490, -1.340], [-0.053, 0.798, -1.125], [-0.549, 0.042, 0.755], [1.613, -2.175, -1.266], [1.715, -0.459, 3.490], [0.416, -0.005, 0.061], [0.367, 0.990, 0.333]], "homo_lumo_gap_ev": 8.6081, "total_charge": 1, "smiles": "C[C@]1(S)C=CC=C[C@]1([NH3+])S", "lumo_ev": -3.74}

{"formula": "C7H12O", "method": "the ωB97M-V functional and the def2-TZVPD basis", "species": ["H", "H", "O", "C", "H", "C", "H", "C", "H", "H", "H", "C", "C", "C", "H", "H", "H", "H", "H", "C"], "coordinates": [[0.82005, 1.79072, -0.74395], [-0.97603, 0.04775, -1.73340], [-3.14061, 0.65745, -0.20126], [-0.92276, -0.14537, 0.46792], [-0.89859, 0.14640, 2.58188], [-0.24926, -1.39943, -0.12672], [-1.00375, -2.19524, 0.06275], [2.27806, 0.20382, -0.57732], [2.39309, -0.85682, -0.81970], [3.12979, 0.73412, -1.01808], [0.01942, -2.02954, -0.99942], [-0.32843, -0.06092, -0.86543], [-0.32842, 0.46962, 1.70339], [-2.50353, -0.15437, 0.45347], [0.70973, 0.17341, 1.86468], [-3.01982, -0.88584, 1.10451], [2.36195, 0.32273, 0.50514], [1.07013, 0.84890, -2.20203], [-0.38758, 1.56088, 1.65555], [0.97656, 0.77172, -1.11201]], "atomic_forces_ev_per_a": [[-0.156, -0.148, 0.055], [-0.385, 0.132, 0.349], [1.133, -1.443, 1.094], [0.449, 0.553, -0.422], [0.093, 0.039, -0.034], [-0.185, -2.812, 0.042], [-1.363, 0.889, -0.885], [0.407, -0.015, 0.170], [-0.079, 0.166, 0.102], [-0.154, -0.011, 0.037], [2.015, 0.317, 1.003], [-1.340, 1.985, -0.616], [-0.175, 0.436, 0.431], [0.324, 1.121, -0.870], [-0.238, 0.001, -0.215], [0.146, -0.030, -0.051], [0.005, -0.169, -0.089], [-0.062, 0.052, 0.148], [-0.027, 0.020, 0.063], [-0.411, -1.083, -0.312]], "homo_lumo_gap_ev": 8.5467, "smiles": "CC[C@H]1C[C@]1(C)C=O", "lumo_ev": 0.69}

no.,E (eV)
1,-25911.1921
2,-19766.0929
3,-19765.9420
4,-30605.1886
5,-9496.0184